(1)
Density functional theory data (ωB97M-V with the def2-TZVPD basis set) for one molecule with the formula C4H6N4.

Geometry as ORCA input:
```
! RIJCOSX wB97M-V def2-TZVPD def2/J DEFGRID3
* xyz 0 1
C -1.337 0.005 0.101
C -0.274 0.872 -0.501
C 1.155 0.604 -0.638
C 1.708 -0.718 -0.030
H -2.188 -2.023 -0.183
H -2.249 -1.052 -1.907
H -1.300 0.445 2.083
H -0.683 1.528 -1.316
H 1.050 2.579 0.291
H 1.671 0.852 -1.555
N -1.888 -1.077 -0.792
N -1.808 0.076 1.298
N 0.719 1.514 0.266
N 2.433 -1.501 0.514
*
```

Properties
Lowest unoccupied orbital energy   0.5 eV
SMILES string   [H]/N=C(/N)[C@H]1N[C@H]1C#N
E_HOMO   -9.48 eV
M   110.1 g/mol
Frontier orbital gap   0.366 Ha

---

(2)
Density functional theory data (ωB97M-V with the def2-TZVPD basis set) for one molecule with the formula C4H6N4.

Geometry as ORCA input:
```
! RIJCOSX wB97M-V def2-TZVPD def2/J DEFGRID3
* xyz 0 1
C -1.381 -0.304 2.127
C -0.128 0.067 -0.336
C 1.033 -0.379 0.358
C 0.388 0.492 -1.565
H -0.968 -1.295 2.084
H -2.166 -0.213 2.914
H -0.605 0.459 2.302
H 1.169 -0.755 1.367
H 2.346 0.469 -2.276
H -0.131 0.855 -2.471
N -2.123 -0.071 0.942
N -1.585 0.217 -0.108
N 2.119 -0.264 -0.385
N 1.716 0.293 -1.509
*
```

Properties
Lowest unoccupied orbital energy   0.9 eV
SMILES string   C/N=N\c1cn[nH]c1
E_HOMO   -8.67 eV
M   110.1 g/mol
Frontier orbital gap   0.350 Ha

---

Most stable to least stable, the ends of the list are (2) and (1).

---

(1)
Density functional theory data (ωB97M-V with the def2-TZVPD basis set) for one molecule with the formula C4H6N4.

Geometry as ORCA input:
```
! RIJCOSX wB97M-V def2-TZVPD def2/J DEFGRID3
* xyz 0 1
C -0.163 -1.304 -1.575
C -0.866 0.116 1.532
C 0.257 1.141 1.263
C 0.646 0.677 -0.176
H -1.551 -2.420 -0.980
H 0.430 -0.895 -2.429
H -1.092 -0.168 2.516
H 1.066 0.808 1.910
H 0.008 2.189 1.214
H 1.821 2.121 -0.673
N -0.878 -2.328 -1.765
N -0.136 -0.455 -0.421
N -0.980 -0.737 0.563
N 1.438 1.256 -0.979
*
```

Properties
Lowest unoccupied orbital energy   0.7 eV
SMILES string   [H]/N=C\N1N=CC/C1=N\[H]
E_HOMO   -8.95 eV
M   110.1 g/mol
Frontier orbital gap   0.353 Ha

---

(2)
Density functional theory data (ωB97M-V with the def2-TZVPD basis set) for a 2-piece molecular cluster, C4H6N4 overall.

Geometry as ORCA input:
```
! RIJCOSX wB97M-V def2-TZVPD def2/J DEFGRID3
* xyz 0 1
C -1.176 -1.113 1.269
C -0.531 -0.324 -0.831
C 0.309 1.540 -0.422
C 1.894 -0.415 -0.091
N -2.259 -0.749 1.615
N -1.491 0.573 -1.035
N -0.948 1.758 -0.759
N 0.665 0.225 -0.519
H -3.217 -0.661 1.851
H -0.757 -1.373 -0.878
H 0.992 2.351 -0.132
H 2.661 -0.092 -0.888
H 2.183 -0.277 1.028
H 1.675 -1.443 -0.207
*
```

Properties
Lowest unoccupied orbital energy   0.9 eV
E_HOMO   -8.95 eV
M   110.1 g/mol
Frontier orbital gap   0.362 Ha

---

(3)
Density functional theory data (ωB97M-V with the def2-TZVPD basis set) for C4H6N4 as an isolated structure.

Geometry as ORCA input:
```
! RIJCOSX wB97M-V def2-TZVPD def2/J DEFGRID3
* xyz 0 1
C 1.454 0.887 1.034
C 0.684 -0.722 -0.875
C -0.716 -0.682 -0.399
C -0.595 0.590 -0.002
H 1.016 0.255 1.851
H 1.313 1.837 1.322
H 2.603 0.713 1.131
H 0.863 -0.738 -1.937
H 1.599 -1.322 -0.417
H -2.426 -1.973 -0.753
N 0.809 0.701 -0.342
N -2.065 -0.921 -0.574
N -2.705 0.172 -0.072
N -1.834 1.205 0.033
*
```

Properties
Lowest unoccupied orbital energy   0.6 eV
E_HOMO   -9.21 eV
M   110.1 g/mol
Frontier orbital gap   0.361 Ha

---

Most stable to least stable, the ends of the list are (1) and (3).

---

(1)
Density functional theory data (ωB97M-V with the def2-TZVPD basis set) for one molecule with the formula C4H6N4.

Geometry as ORCA input:
```
! RIJCOSX wB97M-V def2-TZVPD def2/J DEFGRID3
* xyz 0 1
C 0.448 -0.352 0.418
C -0.392 -0.620 1.551
C -1.622 -0.044 1.257
C -0.315 0.261 -0.557
H 2.265 -0.270 -0.488
H 2.337 -1.215 0.929
H -0.066 -1.149 2.465
H -2.562 0.039 1.803
H -2.332 1.030 -0.412
H 1.016 1.037 -3.258
N 1.799 -0.487 0.407
N -1.552 0.485 -0.001
N -0.073 0.770 -1.790
N 1.049 0.516 -2.324
*
```

Properties
Lowest unoccupied orbital energy   0.7 eV
SMILES string   [H]/N=N/c1[nH]ccc1N
E_HOMO   -7.61 eV
M   110.1 g/mol
Frontier orbital gap   0.304 Ha

---

(2)
Density functional theory data (ωB97M-V with the def2-TZVPD basis set) for one molecule with the formula C4H6N4.

Geometry as ORCA input:
```
! RIJCOSX wB97M-V def2-TZVPD def2/J DEFGRID3
* xyz 0 1
C -2.533 -0.063 0.090
C -1.214 0.011 0.004
C 0.972 0.807 -0.118
C 1.017 -0.762 -0.089
H -2.844 -1.131 0.088
H -3.225 0.818 0.032
H -0.709 2.073 0.205
H 2.902 1.282 0.046
H 2.945 -1.102 -0.004
H -0.513 -2.066 -0.101
N -0.404 1.153 -0.087
N 1.890 1.620 0.010
N 2.007 -1.553 0.133
N -0.291 -1.089 -0.208
*
```

Properties
Lowest unoccupied orbital energy   0.8 eV
SMILES string   [H]/N=C1/NC(=C)N/C1=N/[H]
E_HOMO   -8.67 eV
M   110.1 g/mol
Frontier orbital gap   0.348 Ha

---

Most stable to least stable, the ends of the list are (2) and (1).

---

(1)
Density functional theory data (ωB97M-V with the def2-TZVPD basis set) for C4H6N4 as an isolated structure.

Geometry as ORCA input:
```
! RIJCOSX wB97M-V def2-TZVPD def2/J DEFGRID3
* xyz 0 1
C 0.534 0.531 0.144
C -0.512 -0.173 -0.405
C 0.652 -0.244 1.399
C -0.717 -1.241 0.533
N 1.575 -0.167 2.277
N -1.629 -2.100 0.673
N 1.281 1.578 -0.262
N -1.262 -0.185 -1.610
H 1.474 -0.879 3.000
H -1.398 -2.742 1.426
H 0.785 2.422 -0.558
H 2.142 1.548 0.251
H -0.889 0.383 -2.314
H -1.578 -1.117 -1.933
*
```

Properties
Lowest unoccupied orbital energy   0.8 eV
E_HOMO   -8.01 eV
M   110.1 g/mol
Frontier orbital gap   0.322 Ha

---

(2)
Density functional theory data (ωB97M-V with the def2-TZVPD basis set) for C4H6N4 as an isolated structure.

Geometry as ORCA input:
```
! RIJCOSX wB97M-V def2-TZVPD def2/J DEFGRID3
* xyz 0 1
C 1.600 -0.040 -0.260
C -0.958 0.565 -0.385
C -2.301 -0.219 -0.447
C -3.448 -0.770 -0.074
H 2.045 -1.422 1.174
H 3.312 -0.808 0.165
H 2.990 1.631 0.260
H -0.023 -1.414 -0.179
H -1.998 1.942 0.095
H -4.643 -0.878 0.415
N 2.232 -1.227 0.047
N 1.979 1.209 -0.426
N 0.240 -0.298 -0.646
N -1.028 1.730 0.261
*
```

Properties
Lowest unoccupied orbital energy   0.3 eV
E_HOMO   -9.18 eV
M   110.1 g/mol
Frontier orbital gap   0.347 Ha

---

Most stable to least stable, the ends of the list are (1) and (2).

---

(1)
Density functional theory data (ωB97M-V with the def2-TZVPD basis set) for C27H46PRb as an isolated structure.

Geometry as ORCA input:
```
! RIJCOSX wB97M-V def2-TZVPD def2/J DEFGRID3
* xyz 0 1
Rb 9.227 9.226 10.475
C 5.475 6.358 11.947
C 6.076 7.648 12.408
C 5.695 8.877 11.850
C 6.234 10.064 12.314
C 7.145 10.052 13.352
C 7.525 8.847 13.930
C 6.998 7.655 13.467
H 5.373 5.646 12.785
H 6.096 5.849 11.208
H 4.509 6.540 11.482
H 4.968 8.899 11.048
H 5.938 11.012 11.876
H 7.628 10.970 13.681
H 8.252 8.846 14.725
H 7.311 6.718 13.916
C 8.012 8.461 7.754
C 9.209 7.684 7.683
C 10.266 8.609 7.406
C 9.689 9.914 7.478
C 8.296 9.823 7.590
C 7.270 10.954 7.546
C 6.217 10.874 8.675
C 6.583 10.762 6.184
C 7.971 12.321 7.574
C 11.713 8.403 7.004
C 12.247 9.772 6.504
C 11.771 7.464 5.786
C 12.631 7.936 8.156
C 9.123 6.171 7.806
C 8.719 5.625 6.413
C 7.954 5.790 8.759
C 10.392 5.447 8.338
H 7.038 8.042 7.980
H 10.277 10.827 7.478
H 5.742 9.880 8.716
H 5.440 11.633 8.535
H 6.660 11.059 9.662
H 6.076 9.794 6.135
H 7.354 10.757 5.400
H 5.841 11.549 5.965
H 8.589 12.449 8.477
H 7.212 13.127 7.557
H 8.607 12.421 6.697
H 11.624 10.207 5.716
H 13.259 9.640 6.120
H 12.300 10.515 7.317
H 11.064 7.803 5.031
H 11.492 6.433 6.013
H 12.775 7.421 5.369
H 12.796 8.737 8.883
H 13.618 7.649 7.768
H 12.204 7.101 8.718
H 7.791 6.103 6.099
H 8.576 4.548 6.429
H 9.472 5.850 5.650
H 7.000 6.150 8.369
H 8.079 6.167 9.784
H 7.913 4.694 8.854
H 11.266 5.587 7.716
H 10.204 4.376 8.377
H 10.641 5.794 9.352
C 12.335 9.337 14.399
P 11.387 8.794 12.914
C 10.988 7.049 13.412
C 12.829 8.433 11.781
H 13.111 8.604 14.640
H 11.678 9.433 15.255
H 12.806 10.305 14.222
H 11.882 6.494 13.692
H 10.507 6.505 12.596
H 10.293 7.030 14.262
H 13.577 7.868 12.332
H 13.276 9.357 11.403
H 12.540 7.832 10.918
*
```

Properties
Lowest unoccupied orbital energy   0.0 eV
E_HOMO   -6.12 eV
M   487.1 g/mol
Frontier orbital gap   0.224 Ha

---

(2)
Density functional theory data (ωB97M-V with the def2-TZVPD basis set) for C27H46PRb as an isolated structure.

Geometry as ORCA input:
```
! RIJCOSX wB97M-V def2-TZVPD def2/J DEFGRID3
* xyz 0 1
Rb 1.631 -3.888 18.096
C 3.962 -8.113 17.557
C 4.056 -6.918 18.449
C 3.063 -6.722 19.426
C 3.100 -5.612 20.258
C 4.072 -4.617 20.094
C 5.085 -4.827 19.133
C 5.081 -5.979 18.340
H 3.100 -8.087 16.892
H 3.850 -9.006 18.171
H 4.850 -8.243 16.935
H 2.272 -7.459 19.499
H 2.361 -5.529 21.057
H 4.057 -3.735 20.759
H 5.938 -4.149 19.052
H 5.893 -6.192 17.653
C -1.571 -2.349 18.547
C -1.847 -3.746 18.515
C -1.727 -4.135 17.127
C -1.394 -2.949 16.415
C -1.289 -1.836 17.272
C -0.827 -0.458 16.900
C 0.374 -0.044 17.783
C -2.023 0.494 17.128
C -0.390 -0.427 15.438
C -1.944 -5.458 16.378
C -1.793 -5.218 14.865
C -0.879 -6.515 16.783
C -3.370 -6.001 16.582
C -2.248 -4.469 19.772
C -1.896 -5.968 19.836
C -3.790 -4.344 19.967
C -1.537 -3.833 20.987
H -1.652 -1.708 19.407
H -1.339 -2.882 15.336
H 0.125 -0.114 18.837
H 0.652 0.988 17.534
H 1.260 -0.655 17.579
H -2.266 0.630 18.184
H -2.936 0.100 16.638
H -1.840 1.480 16.663
H 0.362 -1.192 15.230
H 0.066 0.540 15.190
H -1.236 -0.582 14.720
H -0.815 -4.798 14.619
H -2.555 -4.540 14.457
H -1.890 -6.183 14.321
H 0.077 -6.372 16.234
H -1.232 -7.521 16.547
H -0.633 -6.494 17.844
H -4.111 -5.263 16.272
H -3.602 -6.238 17.620
H -3.521 -6.923 16.016
H -2.403 -6.545 19.081
H -2.173 -6.426 20.814
H -0.815 -6.129 19.682
H -4.322 -4.841 19.149
H -4.087 -3.298 19.939
H -4.102 -4.814 20.908
H -0.441 -3.858 20.836
H -1.765 -4.373 21.911
H -1.839 -2.765 21.098
C 4.128 -1.690 14.289
P 3.211 -3.017 15.173
C 4.430 -4.364 15.211
C 2.104 -3.647 13.863
H 4.522 -2.050 13.323
H 4.988 -1.388 14.910
H 3.500 -0.809 14.084
H 5.111 -4.363 14.341
H 3.931 -5.352 15.277
H 5.077 -4.276 16.103
H 2.665 -3.751 12.923
H 1.298 -2.931 13.669
H 1.685 -4.614 14.157
*
```

Properties
Lowest unoccupied orbital energy   -0.1 eV
E_HOMO   -5.74 eV
M   487.1 g/mol
Frontier orbital gap   0.206 Ha

---

Most stable to least stable, the ends of the list are (1) and (2).

---

(1)
Density functional theory data (ωB97M-V with the def2-TZVPD basis set) for an isolated ion of composition C5H13N2O and charge +2.

Geometry as ORCA input:
```
! RIJCOSX wB97M-V def2-TZVPD def2/J DEFGRID3
* xyz 2 2
C 2.762 0.277 0.327
O 3.591 -0.825 -0.225
C 1.326 -0.107 0.063
C 0.206 0.856 0.510
C -1.173 0.392 0.055
C -2.248 -0.108 0.771
N -3.396 -0.568 0.037
N -1.314 0.311 -1.304
H 3.076 1.246 -0.137
H 2.998 0.390 1.408
H 4.345 -1.006 0.422
H 1.295 -0.247 -1.081
H 1.203 -1.180 0.251
H 0.455 1.809 -0.009
H 0.231 0.804 1.673
H -2.244 -0.348 1.771
H -3.517 -1.617 0.095
H -4.252 -0.137 0.390
H -3.008 -0.472 -1.022
H -0.436 0.044 -1.784
H -1.152 1.257 -1.658
*
```

Properties
Lowest unoccupied orbital energy (spin up / spin down)   -6.6 / -13.4 eV
E_HOMO (spin up / spin down)   -17.67 / -17.57 eV
M   117.2 g/mol
Frontier orbital gap (spin up / spin down)   0.406 / 0.154 Ha

---

(2)
Density functional theory data (ωB97M-V with the def2-TZVPD basis set) for a 2-piece molecular cluster, C5H13N2O overall.

Geometry as ORCA input:
```
! RIJCOSX wB97M-V def2-TZVPD def2/J DEFGRID3
* xyz 2 2
C 0.969 1.677 0.283
O 1.034 0.430 -1.974
C -0.207 1.160 1.088
C -1.332 0.746 0.129
C -1.147 -0.531 -0.549
N 1.298 -1.525 0.236
C 0.235 -2.154 0.591
N -1.060 -1.704 0.277
H 0.965 2.757 0.133
H 1.939 1.520 0.801
H 1.176 1.096 -0.795
H -0.567 1.910 1.824
H 0.059 0.261 1.559
H -2.287 0.763 0.722
H -1.366 1.548 -0.611
H -0.091 -0.456 -1.130
H -1.994 -0.777 -1.292
H 2.199 -1.861 0.610
H 1.558 0.740 -2.737
H 0.266 -3.190 0.954
H -1.646 -2.411 -0.121
*
```

Properties
Lowest unoccupied orbital energy (spin up / spin down)   -13.2 / -13.9 eV
E_HOMO (spin up / spin down)   -19.97 / -19.91 eV
M   117.2 g/mol
Frontier orbital gap (spin up / spin down)   0.250 / 0.222 Ha

---

Most stable to least stable, the ends of the list are (1) and (2).